# 1
ORCA calculation (the ωB97M-V functional and the def2-TZVPD basis) on the molecule C15H17F3N2O4 in a non-equilibrium geometry.

Last column: Löwdin charge in e.
Positions of all 41 atoms, in Å:
C 0.98 -5.38 -0.66  -0.0677
H 1.25 -5.32 0.39  0.0868
O -0.37 -4.99 -0.89  -0.1080
C -0.71 -3.75 -0.40  -0.2209
C -1.21 -2.82 -1.31  0.0117
C -1.58 -1.55 -0.90  -0.0407
C -1.46 -1.19 0.44  -0.2175
C -0.98 -2.12 1.35  0.0589
C -0.63 -3.40 0.95  -0.2090
O -0.18 -4.27 1.92  -0.1087
C -0.98 -5.43 2.10  -0.0676
H -1.12 -5.99 1.17  0.0882
H -0.45 -6.05 2.82  0.0942
H -1.96 -5.16 2.50  0.0981
H -0.88 -1.86 2.39  0.1355
C -1.80 0.21 0.90  -0.0451
C -0.50 0.97 1.00  -0.3980
O 0.20 1.02 2.00  0.0825
N -0.10 1.58 -0.15  0.0284
N -0.72 1.44 -1.36  0.1707
C 0.03 1.87 -2.29  -0.3021
C -0.35 1.86 -3.71  -0.0173
H -0.38 2.88 -4.10  0.0877
H -1.33 1.41 -3.83  0.0819
H 0.38 1.31 -4.29  0.0873
C 1.36 2.40 -1.80  0.0142
H 1.56 3.41 -2.13  0.1331
H 2.18 1.75 -2.11  0.1431
C 1.19 2.29 -0.27  -0.3721
O 2.23 1.64 0.34  0.0787
H 1.95 1.40 1.25  0.1084
C 1.00 3.71 0.33  -0.5560
F -0.09 4.31 -0.18  0.1547
F 0.87 3.72 1.65  0.1737
F 2.04 4.51 0.03  0.1548
H -2.25 0.18 1.89  0.1312
H -2.46 0.70 0.18  0.1153
H -1.96 -0.84 -1.61  0.1002
H -1.29 -3.11 -2.34  0.1199
H 1.66 -4.75 -1.25  0.0977
H 1.05 -6.41 -1.01  0.0937

Output
- 2S+1 = 1

# 2
ORCA calculation (the ωB97M-V functional and the def2-TZVPD basis) on the ion C5H13N2O with charge -1 in a non-equilibrium geometry.

Last column: Löwdin charge in e.
Positions of all 21 atoms, in Å:
N -1.67 0.12 -1.46  0.0017
C -0.28 0.02 -0.78  -0.3620
C -0.35 -0.98 0.39  -0.1770
C -0.43 -2.56 -0.39  -0.5594
O -1.37 -2.71 -1.21  -0.3041
C -0.02 1.56 -0.19  -0.2274
N 1.42 1.76 0.23  -0.1446
C 1.50 1.49 1.66  -0.1750
H -1.58 -0.49 -2.38  0.1052
H -2.23 -0.40 -0.91  -0.0328
H 0.38 0.00 -1.62  0.1033
H -1.20 -0.60 1.11  0.1259
H 0.63 -1.29 0.83  0.0708
H -0.69 -3.01 0.64  0.0602
H 0.54 -2.75 -0.91  0.0788
H -0.31 2.27 -0.99  0.0730
H -0.89 1.89 0.42  0.0980
H 2.03 1.19 -0.37  0.0926
H 1.04 0.55 1.94  0.0428
H 0.94 2.39 2.04  0.0839
H 2.51 1.55 1.97  0.0461

Output
- total charge = -1
- 2S+1 = 1

# 3
ORCA calculation (the ωB97M-V functional and the def2-TZVPD basis) on the ion C19H29N2O4 with charge +1.

Last column: Löwdin charge in e.
Positions of all 54 atoms, in Å:
C -6.90 -2.63 -0.74  -0.0536
C -6.47 -1.75 0.42  -0.1965
H -6.08 -2.36 1.24  0.1243
H -7.30 -1.13 0.78  0.1264
O -5.47 -0.80 0.02  -0.0016
C -4.21 -1.25 -0.01  -0.5395
O -3.83 -2.34 0.35  0.1187
N -3.35 -0.31 -0.52  -0.0428
C -3.69 1.07 -0.77  -0.1007
H -4.77 1.18 -0.73  0.1383
C -3.04 1.96 0.29  -0.0702
N -1.58 1.75 0.29  -0.1113
H -1.20 1.98 -0.67  0.1640
C -0.82 2.69 1.13  -0.0355
H -1.44 3.55 1.35  0.1377
H -0.54 2.22 2.07  0.1438
C 0.45 3.16 0.35  -0.2782
C 1.73 2.43 0.78  -0.1252
O 1.69 1.14 0.19  -0.1257
C 2.93 0.51 -0.01  -0.2527
C 3.87 1.06 -0.86  -0.0155
C 5.08 0.40 -1.08  -0.0031
C 5.31 -0.81 -0.44  -0.1801
C 4.35 -1.35 0.41  -0.1721
C 3.15 -0.70 0.64  0.0546
H 2.40 -1.11 1.30  0.1255
C 4.83 -2.65 0.98  -0.1229
H 5.17 -2.49 2.01  0.1251
H 4.05 -3.41 1.01  0.1182
C 6.01 -3.02 0.07  -0.1629
H 5.65 -3.66 -0.74  0.1147
H 6.79 -3.56 0.60  0.1098
C 6.51 -1.69 -0.51  -0.1232
H 7.30 -1.27 0.12  0.1250
H 6.90 -1.79 -1.52  0.1192
H 5.81 0.82 -1.74  0.1212
H 3.68 1.99 -1.37  0.1166
H 2.61 2.98 0.43  0.1363
H 1.78 2.35 1.87  0.1446
O 0.23 2.94 -1.03  -0.0124
H 0.87 2.28 -1.33  0.1187
H 0.58 4.23 0.51  0.1598
C -1.26 0.32 0.56  -0.0641
H -0.18 0.19 0.54  0.1242
C -1.93 -0.56 -0.49  -0.0951
H -1.78 -1.62 -0.24  0.1395
H -1.50 -0.37 -1.48  0.1428
H -1.65 0.07 1.56  0.1542
H -3.25 3.01 0.07  0.1439
H -3.43 1.72 1.28  0.1523
H -3.34 1.35 -1.77  0.1416
H -7.70 -3.28 -0.42  0.0841
H -7.25 -2.02 -1.57  0.0809
H -6.06 -3.23 -1.08  0.0787

Output
- total charge = +1
- 2S+1 = 1

# 4
ORCA calculation (the ωB97M-V functional and the def2-TZVPD basis) on a cluster of 2 separate species, C22H45N3O6P in total in a non-equilibrium geometry.

Last column: Löwdin charge in e.
Positions of all 77 atoms, in Å:
C -3.00 5.48 2.23  -0.1033
C -1.45 5.94 1.99  -0.2575
O -0.80 6.60 3.14  -0.2105
C -0.49 5.61 4.21  -0.1659
C 0.99 5.82 4.89  -0.1135
O 1.60 4.54 5.39  -0.1383
C 1.91 3.64 4.26  -0.0269
C 2.95 4.15 3.04  0.0913
N 3.21 3.17 1.93  -0.2896
P 4.39 3.78 0.68  0.8213
O 4.96 2.53 -0.14  -0.4618
N 2.73 1.92 1.69  0.0926
C 1.80 1.33 2.69  -0.0146
C 1.22 -0.21 2.38  -0.0736
C 0.92 -0.41 0.75  -0.2029
O -0.49 -0.82 0.57  -0.2330
C -0.63 -1.91 -0.41  -0.2372
C 0.02 -1.60 -1.89  -0.1067
C 1.29 2.10 4.09  0.0909
C 0.30 1.43 5.21  -0.2943
C 1.25 1.10 6.55  -0.0707
C -0.97 2.36 5.67  -0.2242
C -2.22 2.40 4.61  -0.1328
H -3.15 4.77 3.17  0.0563
H -3.70 6.43 2.25  0.0923
H -3.37 4.83 1.30  0.0988
H -0.87 4.99 1.60  0.1188
H -1.47 6.72 1.08  0.1425
H -1.34 5.76 5.03  0.1532
H -0.67 4.55 3.74  0.1014
H 0.82 6.49 5.87  0.1618
H 1.72 6.44 4.21  0.1338
H 3.46 5.22 3.06  0.1463
H 3.83 4.82 -0.15  0.0362
H 5.52 4.28 1.47  0.0485
H 0.21 -0.43 2.91  0.1162
H 2.06 -1.02 2.62  0.1440
H 1.04 0.61 0.14  0.1290
H 1.71 -1.15 0.30  0.1377
H -0.22 -2.90 0.05  0.1288
H -1.80 -2.05 -0.58  0.1388
H 0.32 -0.48 -2.07  0.0904
H -0.73 -1.91 -2.75  0.0812
H 0.99 -2.27 -2.02  0.0919
H -0.15 0.38 4.90  0.1431
H 0.58 0.94 7.51  0.1048
H 1.79 0.07 6.28  0.1008
H 2.06 1.94 6.67  0.0889
H -1.40 1.85 6.67  0.1308
H -0.70 3.46 5.97  0.1010
H -1.85 2.31 3.50  0.0829
H -2.85 3.38 4.83  0.0794
H -2.95 1.50 4.92  0.0982
C -2.28 -7.14 -7.65  -0.1116
O -1.85 -7.24 -6.30  -0.1997
C -0.45 -7.53 -6.17  -0.2011
C 0.31 -6.31 -5.63  -0.2051
N 0.38 -5.24 -6.62  -0.0547
C 0.84 -3.95 -6.08  -0.1909
C -0.02 -3.29 -4.99  -0.2410
O -1.29 -2.83 -5.45  -0.1857
C -2.30 -3.83 -5.50  -0.0947
H -3.37 -7.11 -7.66  0.0910
H -1.92 -6.22 -8.11  0.0727
H -1.95 -8.00 -8.24  0.0890
H -0.02 -7.90 -7.11  0.1214
H -0.37 -8.34 -5.44  0.1193
H 1.32 -6.61 -5.35  0.1200
H -0.22 -5.98 -4.73  0.0963
H -0.54 -5.09 -7.03  0.0673
H 0.90 -3.26 -6.93  0.1211
H 1.86 -4.08 -5.70  0.1161
H 0.51 -2.39 -4.66  0.1046
H -0.14 -3.91 -4.10  0.1005
H -2.19 -4.57 -4.71  0.0896
H -2.31 -4.30 -6.48  0.0689
H -3.27 -3.34 -5.38  0.0904

Output
- total charge = +1
- 2S+1 = 1

Here are the calculated Kohn-Sham gap numbers, same order: 9.33; 6.11; 9.05; 4.66 (eV).
Here are the calculated E_HOMO numbers, same order: -8.67; -2.16; -11.23; -9.93 (eV).